Entry 1:
{"formula": "C8H23N2OP", "method": "wB97M-V/def2-TZVPD", "charge": 2, "energy_ev": -22967.51840, "relative_energy_kj_mol": 0.00, "orbital_gap_ev": 9.70, "homo_energy_ev": -15.09, "species": ["C", "C", "C", "C", "C", "C", "C", "C", "N", "N", "O", "P", "H", "H", "H", "H", "H", "H", "H", "H", "H", "H", "H", "H", "H", "H", "H", "H", "H", "H", "H", "H", "H", "H", "H"], "xyz": [[-6.4972, 0.8231, -1.4699], [4.0589, -0.1548, 1.5198], [4.4890, -1.0832, -0.6267], [4.9898, 1.2386, -0.3028], [-5.5458, 0.7527, -0.3814], [2.6233, 0.6344, -0.3900], [1.4086, -0.4272, -0.4399], [-5.1298, -0.2778, 0.3269], [-5.7688, -1.6794, 0.2688], [3.9849, 0.1509, 0.1290], [0.8106, -0.3339, 0.8244], [-0.6474, 0.5302, 1.0616], [-5.9612, 0.7420, -2.4430], [-7.1092, -0.1080, -1.4090], [-7.0855, 1.7448, -1.5241], [4.0615, 0.6811, 2.1470], [3.2506, -0.7217, 1.8284], [4.9078, -0.7117, 1.7188], [4.4872, -0.7652, -1.6668], [5.3925, -1.3358, -0.1028], [3.7904, -1.8667, -0.6724], [4.8302, 2.1247, 0.3716], [6.0637, 1.0953, 0.0192], [4.9683, 1.3149, -1.3781], [-0.0549, 1.7096, 1.6849], [-5.0866, 1.6962, -0.3246], [2.3402, 1.5147, 0.1839], [2.8779, 0.8805, -1.4007], [0.6712, -0.1776, -1.1581], [1.8369, -1.3367, -0.5317], [-4.3530, -0.2606, 1.0704], [-6.4508, -1.8148, -0.4945], [-5.0295, -2.4202, 0.1650], [-6.2912, -1.9044, 1.1124], [-0.8326, -0.2541, 2.2843]], "forces_ev_per_angstrom": [[-1.2, -2.0, -1.4], [-0.3, 0.5, 0.7], [-0.8, 1.8, -0.5], [1.0, 0.7, 2.7], [0.4, -0.3, -0.4], [-0.5, -1.2, -0.7], [1.2, 4.4, 2.5], [-0.5, -0.8, 0.4], [0.7, 0.0, -0.7], [0.7, 0.0, -2.5], [-1.0, -0.2, 0.7], [1.5, -0.9, 1.0], [-0.2, 0.2, 0.6], [-0.4, 1.0, -0.5], [0.0, -0.4, 0.3], [0.0, 1.7, 0.6], [-1.8, -1.3, 0.3], [1.8, -0.9, 0.4], [1.1, -0.1, -0.1], [0.5, -0.3, -0.7], [-0.9, -1.1, 0.9], [-0.7, -0.3, -1.4], [-1.1, -1.1, -0.4], [-0.3, 0.6, 0.0], [-0.5, -0.7, -0.1], [1.3, 0.9, 1.1], [0.1, 0.0, -0.1], [-0.1, 0.6, -0.6], [-0.2, 0.2, -1.4], [0.8, -3.2, -0.6], [0.0, 0.0, 0.1], [0.5, 0.3, 0.1], [-0.8, 0.8, 0.0], [0.0, 0.2, 0.4], [-0.2, 1.0, -0.6]]}



Entry 2:
{"formula": "C2H11N2O", "method": "wB97M-V/def2-TZVPD", "charge": 1, "energy_ev": -7272.63931, "relative_energy_kj_mol": 157.87, "orbital_gap_ev": 11.28, "homo_energy_ev": -14.49, "species": ["C", "N", "H", "H", "H", "H", "H", "H", "N", "C", "O", "H", "H", "H", "H", "H"], "xyz": [[-1.9914, -1.0334, -0.7741], [-1.1181, 0.2486, -0.9408], [-2.9308, -0.9490, -1.3652], [-2.3074, -1.0812, 0.3269], [-1.3300, -1.8738, -1.0971], [-1.1945, 0.4794, -1.9425], [-1.3740, 1.0019, -0.3226], [-0.0739, 0.0486, -0.6951], [1.4095, -0.1709, -0.1032], [1.4916, 0.9033, 0.9087], [0.9530, 0.5627, 2.1979], [1.6845, -0.9094, 0.5463], [1.9653, -0.0906, -0.9550], [0.8389, 1.6270, 0.4904], [2.5612, 1.1222, 0.8568], [1.4163, 0.1146, 2.8685]], "forces_ev_per_angstrom": [[0.1, 0.6, 1.4], [-0.7, -1.5, -1.0], [1.0, 0.0, 0.2], [0.8, -0.2, -1.7], [-0.9, 0.6, 0.4], [0.1, 0.6, 0.7], [-0.7, 0.4, -0.1], [-0.1, -0.7, 0.2], [-1.3, -1.5, 1.3], [1.1, -0.3, 0.4], [-1.6, 1.3, -3.3], [0.1, -1.0, -1.4], [0.6, 0.1, 0.8], [-0.1, 1.6, 0.4], [-0.3, 1.0, 1.0], [1.8, -0.8, 0.7]]}